Model a:
{
  "formula": "C3H9NS",
  "method": "ωB97M-V/def2-TZVPD",
  "homo_lumo_gap_ev": 9.7,
  "homo_ev": -8.77,
  "smiles": "C[C@H](N)CS",
  "total_charge": 0,
  "e_lumo_ev": 0.9,
  "symbols": ["C", "C", "N", "C", "S", "H", "H", "H", "H", "H", "H", "H", "H", "H"],
  "xyz": [[1.55, 0.40, -0.06], [0.03, 0.30, 0.11], [-0.27, -0.02, 1.53], [-0.53, -0.77, -0.72], [-2.31, -0.69, -1.38], [1.69, 0.66, -1.12], [1.96, 1.23, 0.48], [2.29, -0.31, 0.30], [-0.49, 1.14, -0.35], [0.44, 0.20, 2.21], [-1.10, 0.56, 1.64], [-0.56, -1.88, -0.37], [0.12, -1.11, -1.68], [-2.80, 0.29, -0.59]]
}



Model b:
{
  "formula": "C3H9NS",
  "method": "ωB97M-V/def2-TZVPD",
  "homo_lumo_gap_ev": 9.6,
  "homo_ev": -8.60,
  "smiles": "CNCSC",
  "total_charge": 0,
  "e_lumo_ev": 1.0,
  "symbols": ["C", "N", "C", "S", "C", "H", "H", "H", "H", "H", "H", "H", "H", "H"],
  "xyz": [[-0.31, -0.28, -2.13], [0.65, 0.54, -1.41], [0.20, 1.10, -0.16], [-0.67, 0.00, 1.06], [0.75, -0.98, 1.66], [0.19, -0.90, -2.86], [-0.91, -0.90, -1.45], [-1.03, 0.37, -2.62], [1.48, 0.01, -1.20], [-0.50, 1.92, -0.30], [1.07, 1.44, 0.41], [0.54, -2.04, 1.57], [0.87, -0.71, 2.71], [1.68, -0.74, 1.15]]
}



Result of the stability comparison: model a is the least stable of them.



Model a:
{
  "formula": "C21H27N3O4",
  "method": "ωB97M-V/def2-TZVPD",
  "homo_lumo_gap_ev": 8.1,
  "homo_ev": -7.56,
  "smiles": "CCOC(CCNC(=O)c1cn(C)c(=O)c2c1c1ccccc1n2C)OCC",
  "total_charge": 0,
  "e_lumo_ev": 0.5,
  "symbols": ["C", "C", "O", "C", "C", "C", "N", "C", "O", "C", "C", "N", "C", "C", "O", "C", "C", "C", "C", "C", "C", "C", "C", "N", "C", "O", "C", "C", "H", "H", "H", "H", "H", "H", "H", "H", "H", "H", "H", "H", "H", "H", "H", "H", "H", "H", "H", "H", "H", "H", "H", "H", "H", "H", "H"],
  "xyz": [[-2.52, -3.12, 1.45], [-1.18, -2.41, 1.67], [-0.48, -2.17, 0.47], [0.26, -3.26, -0.06], [1.69, -3.31, 0.51], [2.58, -2.20, -0.06], [1.99, -0.91, 0.14], [2.50, 0.01, 0.99], [3.56, -0.12, 1.58], [1.60, 1.19, 1.20], [1.56, 1.72, 2.45], [0.71, 2.71, 2.83], [0.78, 3.19, 4.19], [-0.24, 3.26, 1.98], [-1.02, 4.12, 2.39], [-0.17, 2.75, 0.64], [0.73, 1.76, 0.23], [0.54, 1.61, -1.18], [1.18, 0.88, -2.19], [0.73, 1.01, -3.49], [-0.34, 1.85, -3.81], [-0.96, 2.60, -2.85], [-0.51, 2.49, -1.53], [-0.93, 3.16, -0.42], [-1.96, 4.17, -0.41], [0.36, -3.13, -1.44], [-0.85, -3.18, -2.17], [-1.51, -1.82, -2.35], [-2.37, -4.13, 1.06], [-3.05, -3.19, 2.40], [-3.13, -2.56, 0.75], [-0.56, -2.98, 2.37], [-1.36, -1.42, 2.09], [-0.27, -4.20, 0.19], [1.63, -3.22, 1.60], [2.13, -4.28, 0.27], [3.55, -2.21, 0.43], [2.71, -2.38, -1.13], [1.04, -0.81, -0.18], [2.23, 1.34, 3.22], [0.02, 3.97, 4.30], [1.76, 3.61, 4.39], [0.57, 2.39, 4.89], [2.02, 0.24, -1.97], [1.22, 0.45, -4.28], [-0.66, 1.91, -4.84], [-1.77, 3.27, -3.10], [-2.91, 3.74, -0.73], [-2.05, 4.55, 0.61], [-1.70, 4.99, -1.08], [-0.57, -3.59, -3.15], [-1.55, -3.88, -1.69], [-0.82, -1.13, -2.84], [-2.41, -1.92, -2.96], [-1.78, -1.40, -1.38]]
}



Model b:
{
  "formula": "C21H27N3O4",
  "method": "ωB97M-V/def2-TZVPD",
  "homo_lumo_gap_ev": 9.1,
  "homo_ev": -9.05,
  "smiles": "CC[C@H](C)[C@H](NC(C)=O)C(=O)NC.O=C(O)c1ccc(-c2ccccn2)cc1",
  "total_charge": 0,
  "e_lumo_ev": 0.1,
  "symbols": ["C", "C", "C", "C", "C", "N", "C", "C", "O", "C", "O", "N", "C", "H", "H", "H", "H", "H", "H", "H", "H", "H", "H", "H", "H", "H", "H", "H", "H", "H", "H", "O", "C", "O", "C", "C", "C", "C", "C", "C", "C", "C", "C", "N", "C", "C", "H", "H", "H", "H", "H", "H", "H", "H", "H"],
  "xyz": [[2.87, 2.42, -2.40], [3.12, 0.92, -2.22], [2.03, 0.00, -2.82], [0.66, 0.25, -2.16], [2.48, -1.49, -2.76], [1.45, -2.36, -3.35], [1.34, -2.78, -4.61], [2.39, -2.38, -5.63], [0.41, -3.49, -4.95], [2.85, -1.97, -1.34], [1.98, -2.29, -0.54], [4.13, -2.06, -0.94], [5.35, -1.80, -1.70], [3.75, 2.97, -2.08], [2.02, 2.74, -1.80], [2.68, 2.64, -3.45], [3.24, 0.72, -1.15], [4.07, 0.69, -2.71], [1.93, 0.26, -3.87], [-0.10, -0.38, -2.60], [0.71, 0.05, -1.09], [0.35, 1.28, -2.31], [3.38, -1.56, -3.37], [0.72, -2.68, -2.72], [3.35, -2.79, -5.34], [2.44, -1.30, -5.71], [2.11, -2.80, -6.60], [4.23, -2.39, 0.00], [5.50, -0.73, -1.83], [6.20, -2.20, -1.15], [5.31, -2.28, -2.68], [-3.05, 0.28, -1.28], [-3.98, 0.13, -0.51], [-5.17, -0.37, -0.90], [-3.81, 0.51, 0.91], [-4.75, 0.13, 1.88], [-4.57, 0.46, 3.22], [-3.44, 1.19, 3.64], [-3.21, 1.52, 5.05], [-3.39, 0.53, 6.03], [-3.13, 0.81, 7.37], [-2.70, 2.10, 7.69], [-2.54, 3.04, 6.67], [-2.78, 2.75, 5.38], [-2.51, 1.60, 2.67], [-2.68, 1.25, 1.32], [-5.06, -0.55, -1.85], [-5.63, -0.43, 1.58], [-5.31, 0.15, 3.95], [-3.71, -0.46, 5.74], [-3.26, 0.05, 8.14], [-2.49, 2.37, 8.71], [-2.20, 4.04, 6.93], [-1.64, 2.17, 2.96], [-1.93, 1.55, 0.60]]
}



Result of the stability comparison: model a is the least stable of them.



Model a:
{
  "formula": "C17H48N6O5",
  "method": "ωB97M-V/def2-TZVPD",
  "homo_lumo_gap_ev": 9.2,
  "homo_ev": -8.96,
  "smiles": "COC[C@H](C)N.COC[C@H](C)N.COC[C@H](C)N.COC[C@H](C)N.NC(N)=O",
  "total_charge": 0,
  "e_lumo_ev": 0.3,
  "symbols": ["C", "O", "C", "C", "C", "N", "H", "H", "H", "H", "H", "H", "H", "H", "H", "H", "H", "C", "O", "C", "C", "C", "N", "H", "H", "H", "H", "H", "H", "H", "H", "H", "H", "H", "C", "O", "C", "C", "C", "N", "H", "H", "H", "H", "H", "H", "H", "H", "H", "H", "H", "C", "O", "C", "C", "C", "N", "H", "H", "H", "H", "H", "H", "H", "H", "H", "H", "H", "N", "C", "N", "O", "H", "H", "H", "H"],
  "xyz": [[8.44, -3.40, -2.04], [7.61, -2.91, -3.12], [6.19, -3.29, -3.25], [5.26, -2.91, -2.10], [3.85, -3.63, -2.21], [4.96, -1.50, -2.07], [8.46, -4.48, -2.16], [8.30, -3.11, -0.99], [9.47, -3.12, -2.22], [5.85, -2.87, -4.19], [6.18, -4.38, -3.29], [5.77, -3.16, -1.17], [3.01, -3.37, -1.56], [4.02, -4.67, -1.92], [3.40, -3.68, -3.21], [5.79, -0.92, -2.08], [4.48, -1.31, -2.94], [1.82, -0.94, 5.41], [1.91, -1.20, 4.02], [1.02, -2.20, 3.57], [1.44, -3.65, 3.82], [2.87, -3.94, 3.29], [0.64, -4.63, 3.09], [0.80, -1.10, 5.78], [2.18, 0.05, 5.70], [2.43, -1.71, 5.87], [0.00, -1.96, 3.88], [1.04, -2.06, 2.49], [1.24, -3.84, 4.87], [3.06, -3.40, 2.37], [3.05, -4.98, 3.02], [3.58, -3.71, 4.09], [-0.33, -4.36, 3.12], [0.95, -4.58, 2.13], [0.63, 3.02, -0.31], [0.18, 4.39, -0.07], [0.87, 4.93, 1.01], [0.41, 6.34, 1.32], [1.24, 7.07, 2.41], [-0.99, 6.34, 1.71], [1.07, 2.27, 0.35], [1.31, 3.12, -1.16], [-0.25, 2.52, -0.70], [0.79, 4.30, 1.89], [1.94, 4.95, 0.82], [0.46, 6.85, 0.35], [1.59, 6.39, 3.19], [0.74, 7.95, 2.81], [2.18, 7.49, 2.06], [-1.13, 5.64, 1.00], [-1.08, 5.90, 2.62], [-9.56, 1.89, -2.54], [-8.36, 1.83, -1.76], [-7.19, 2.00, -2.59], [-5.93, 1.77, -1.68], [-5.55, 2.97, -0.76], [-4.76, 1.53, -2.60], [-9.62, 0.98, -3.15], [-9.68, 2.74, -3.21], [-10.49, 1.99, -1.98], [-7.12, 1.28, -3.40], [-7.14, 2.83, -3.29], [-6.20, 0.95, -1.02], [-6.35, 3.03, -0.03], [-5.48, 3.95, -1.24], [-4.56, 2.74, -0.35], [-4.62, 2.39, -3.10], [-5.11, 1.03, -3.40], [-2.03, -2.69, -1.91], [-2.40, -3.62, -1.09], [-3.24, -3.06, -0.26], [-2.08, -4.79, -1.01], [-2.36, -1.73, -1.89], [-1.40, -2.88, -2.67], [-3.58, -2.16, -0.59], [-3.91, -3.58, 0.28]]
}



Model b:
{
  "formula": "C17H48N6O5",
  "method": "ωB97M-V/def2-TZVPD",
  "homo_lumo_gap_ev": 9.1,
  "homo_ev": -8.75,
  "total_charge": 0,
  "e_lumo_ev": 0.4,
  "symbols": ["C", "C", "C", "O", "C", "N", "H", "H", "H", "H", "H", "H", "H", "H", "H", "H", "H", "C", "C", "C", "O", "C", "N", "H", "H", "H", "H", "H", "H", "H", "H", "H", "H", "H", "C", "C", "C", "O", "C", "N", "H", "H", "H", "H", "H", "H", "H", "H", "H", "H", "H", "C", "C", "C", "O", "C", "N", "H", "H", "H", "H", "H", "H", "H", "H", "H", "H", "H", "C", "O", "N", "N", "H", "H", "H", "H"],
  "xyz": [[17.58, 10.18, -2.43], [16.43, 9.45, -1.71], [16.36, 7.94, -2.22], [15.24, 7.49, -1.52], [14.26, 6.63, -2.13], [16.65, 9.28, -0.31], [17.13, 10.06, -3.42], [18.53, 9.65, -2.38], [17.47, 11.19, -2.04], [15.50, 10.00, -1.89], [17.27, 7.39, -2.00], [16.19, 7.87, -3.29], [14.73, 5.68, -2.39], [14.17, 6.97, -3.16], [13.38, 6.60, -1.48], [15.95, 8.64, 0.06], [16.54, 10.19, 0.10], [12.27, 3.09, -1.49], [12.09, 4.25, -0.43], [12.32, 3.96, 1.10], [12.24, 5.18, 1.75], [11.10, 6.00, 1.66], [13.07, 5.26, -0.93], [11.54, 2.27, -1.49], [13.19, 2.56, -1.25], [12.31, 3.42, -2.53], [11.12, 4.69, -0.67], [13.36, 3.66, 1.19], [11.68, 3.20, 1.54], [10.29, 5.38, 2.06], [10.77, 6.38, 0.69], [11.21, 6.88, 2.29], [12.80, 6.14, -0.51], [12.86, 5.48, -1.89], [11.91, 8.91, 2.79], [12.38, 8.79, 1.33], [13.56, 7.80, 1.15], [14.72, 8.30, 1.81], [15.70, 7.30, 2.00], [11.24, 8.31, 0.62], [11.56, 8.01, 3.29], [11.14, 9.66, 2.97], [12.81, 9.04, 3.38], [12.66, 9.78, 0.97], [13.87, 7.71, 0.11], [13.25, 6.79, 1.44], [15.23, 6.58, 2.68], [16.64, 7.45, 2.53], [15.92, 6.78, 1.07], [11.09, 8.77, -0.27], [10.45, 8.73, 1.09], [12.41, 8.70, -4.31], [11.54, 9.67, -3.54], [11.75, 9.48, -2.01], [11.40, 8.24, -1.41], [10.13, 7.77, -1.68], [12.07, 11.00, -3.85], [13.30, 8.47, -3.72], [12.77, 9.03, -5.29], [11.87, 7.76, -4.36], [10.49, 9.64, -3.83], [11.01, 10.14, -1.56], [12.77, 9.72, -1.71], [9.50, 8.54, -1.26], [10.09, 6.84, -1.10], [9.86, 7.74, -2.74], [13.07, 11.14, -3.92], [11.70, 11.27, -4.75], [13.21, 6.86, 5.43], [13.97, 6.00, 5.82], [12.27, 7.40, 6.20], [13.28, 7.36, 4.31], [12.47, 7.27, 7.18], [11.48, 7.83, 5.75], [12.57, 8.04, 4.07], [13.73, 6.82, 3.59]]
}



Result of the stability comparison: model b is the least stable of them.



Model a:
{
  "formula": "C8H10AlN2S",
  "method": "ωB97M-V/def2-TZVPD",
  "homo_lumo_gap_ev": [5.0, 6.2],
  "homo_ev": [-2.02, -3.60],
  "total_charge": -1,
  "e_lumo_ev": [3.0, 2.6],
  "symbols": ["C", "C", "C", "C", "C", "Al", "N", "C", "C", "H", "H", "H", "H", "H", "H", "H", "H", "H", "H", "S", "C", "N"],
  "xyz": [[-0.37, 0.61, -1.80], [0.99, 1.09, -1.88], [1.22, 1.93, -0.75], [0.05, 1.98, 0.03], [-1.01, 1.28, -0.63], [-0.62, -1.00, -0.33], [-3.54, 0.22, 0.69], [0.53, -2.34, -0.69], [1.70, -1.56, -0.40], [2.14, 2.50, -0.58], [1.67, 0.95, -2.70], [-0.04, 2.53, 0.98], [-2.07, 1.46, -0.53], [-0.92, 0.14, -2.64], [2.31, -1.32, -1.26], [0.44, -3.33, -0.21], [-4.21, -0.56, 0.66], [2.14, -1.45, 0.62], [0.43, -2.60, -1.80], [0.39, 0.45, 3.68], [-0.37, -0.21, 2.47], [-0.82, -0.78, 1.52]]
}



Model b:
{
  "formula": "C8H10AlN2S",
  "method": "ωB97M-V/def2-TZVPD",
  "homo_lumo_gap_ev": [4.1, 4.4],
  "homo_ev": [-2.36, -1.47],
  "total_charge": -1,
  "e_lumo_ev": [1.7, 2.9],
  "symbols": ["C", "C", "C", "C", "C", "Al", "N", "C", "C", "H", "H", "H", "H", "H", "H", "H", "H", "H", "H", "S", "C", "N"],
  "xyz": [[0.03, -1.74, 0.54], [-1.40, -1.66, 0.54], [-1.80, -0.53, 1.29], [-0.64, 0.12, 1.79], [0.52, -0.62, 1.35], [0.22, 0.11, -0.62], [3.51, 0.14, 1.37], [0.21, -0.34, -2.37], [-1.14, 0.19, -2.12], [-2.82, -0.24, 1.52], [-2.08, -2.41, 0.13], [-0.62, 0.93, 2.51], [1.52, -0.56, 1.78], [0.65, -2.58, 0.23], [-1.98, -0.50, -2.09], [0.95, 0.24, -2.92], [4.50, 0.43, 1.23], [-1.39, 1.18, -2.51], [0.33, -1.42, -2.55], [0.42, 4.44, 0.84], [0.47, 2.98, 0.25], [0.55, 1.86, -0.18]]
}



Result of the stability comparison: model a is the least stable of them.